# 1
Formula: C6H13AlO3
Source: the OMol25 dataset
Level of theory: the ωB97M-V functional and the def2-TZVPD basis

## Properties
Total charge ... +2
HOMO energy (spin up / spin down) ... -18.11 / -18.12 eV
Kohn-Sham gap (spin up / spin down) ... 6.21 / 6.22 eV

Structure (XYZ):
```
23
C6H13AlO3 the ωB97M-V functional and the def2-TZVPD basis
Al 1.6098 0.6913 1.4252
H 3.2177 -2.1711 -0.8022
C 3.6096 -1.3805 -0.1466
H -1.9469 -0.5075 0.9541
H -1.0489 2.3478 0.2640
H -1.6621 -0.6829 3.5278
C -0.6896 -0.5186 3.0344
C 0.9869 1.2158 -0.4224
H 4.4470 -0.8720 -0.6467
H 3.9520 -1.8180 0.7965
H 1.0570 2.2090 -0.8933
O 2.5843 -0.4523 0.1548
O -0.3079 0.6693 -0.6898
H 1.6291 -0.4474 -1.6924
H 0.0802 -0.3423 3.7949
C 2.0363 0.2883 -0.9809
H 2.8693 0.8322 -1.4513
H -2.6819 0.9772 1.6237
C -1.3449 1.3172 -0.0139
O -0.7331 0.6164 2.2006
H -2.2299 1.3981 -0.6714
C -1.7482 0.5464 1.2205
H -0.4108 -1.4135 2.4535
```

Löwdin atomic charges, in units of e: atom 1 (Al): 1.33, atom 2 (H): 0.13, atom 3 (C): 0.01, atom 4 (H): 0.16, atom 5 (H): 0.15, atom 6 (H): 0.13, atom 7 (C): -0.08, atom 8 (C): -0.18, atom 9 (H): 0.13, atom 10 (H): 0.12, atom 11 (H): 0.17, atom 12 (O): -0.26, atom 13 (O): -0.05, atom 14 (H): 0.18, atom 15 (H): 0.10, atom 16 (C): -0.11, atom 17 (H): 0.17, atom 18 (H): 0.17, atom 19 (C): -0.16, atom 20 (O): -0.24, atom 21 (H): 0.17, atom 22 (C): -0.16, atom 23 (H): 0.11

# 2
Formula: C36H39IrN5S2Si
Source: the OMol25 dataset
Level of theory: the ωB97M-V functional and the def2-TZVPD basis

## Properties
Total charge ... +2
HOMO energy (spin up / spin down) ... -13.81 / -13.95 eV
⟨S²⟩ ... 0.7694
Multiplicity ... 2
Kohn-Sham gap (spin up / spin down) ... 6.42 / 6.09 eV

Structure (XYZ):
```
84
C36H39IrN5S2Si the ωB97M-V functional and the def2-TZVPD basis
H 1.2506 -0.4393 5.3311
N 0.2169 1.3844 -1.0946
H -0.3624 -5.5773 -0.1760
H -2.9058 2.2981 -1.8792
S 3.2442 -0.3907 2.9727
Ir 1.5370 -0.3181 -1.1331
H -0.9610 -0.2491 0.8758
C 1.5202 -0.3628 3.1831
Si 1.0051 -3.7326 -0.9378
N 0.6984 -2.0804 -1.6096
H -0.7328 -3.2514 -3.7802
C -0.5955 -4.5907 -0.5858
C 2.0198 -3.4320 0.5844
C -2.7846 -0.2181 2.9798
H 2.2064 1.7500 -3.4438
H -1.1835 -4.7366 -1.4945
H -3.0627 -1.5589 4.6882
H -4.3261 1.0856 3.7583
C -3.1104 4.8133 0.6507
C -4.2663 4.0747 0.8489
C 5.7118 -0.6807 -1.9836
C 0.7727 -0.3947 4.3614
H 1.3315 -4.8599 -3.1168
C 3.0404 -0.3409 1.2899
C -1.0459 1.3064 -1.5301
H -4.4188 -0.0736 1.5897
H 0.3071 4.6260 -0.2497
H -3.0509 -2.3796 3.1219
H -1.2083 -4.0547 0.1419
C 0.4961 -0.4899 -5.3696
H -4.8183 3.6623 0.0145
C -1.2624 -0.2910 3.0084
H 1.7173 2.5864 -0.3169
C -3.3683 -1.4746 3.6449
C 1.9728 1.3386 -4.4252
C -0.5960 -0.3627 4.2541
H 2.3014 -5.6079 -1.8459
H -2.8461 1.9403 3.2962
C -0.2017 -1.6823 -5.1873
H -2.4999 5.5411 3.8827
C -0.1961 -2.3300 -3.9577
H 7.3111 -0.7015 -0.5601
C 1.9528 -4.6518 -2.2432
H -4.4580 -1.4303 3.6213
H -1.3816 0.3411 -1.8940
H 2.3437 -4.3825 1.0142
C -2.9780 5.1268 3.0025
C 0.5181 -1.7218 -2.9473
H -2.9047 1.0047 4.7932
H -1.1757 -0.3978 5.1667
C -3.2363 1.0294 3.7548
H -1.5696 5.9768 1.6090
C -3.3303 -0.1240 1.5545
C 1.1878 0.0694 -4.3081
H -2.9703 0.7771 1.0471
C -0.1024 3.6921 -0.6097
H 2.9137 -2.8552 0.3353
C 0.8882 -0.3089 1.9473
H 3.9397 -0.6297 -3.1880
C -4.7088 3.9002 2.1541
C -2.4534 5.3657 1.7370
C 0.6857 2.5609 -0.6491
C -0.5027 -0.2774 1.8558
H -3.0608 -1.0021 0.9600
H 2.8260 -4.0816 -2.5721
H 1.4541 -2.8933 1.3496
C 4.3397 -0.5927 -2.1828
C 3.5009 -0.4694 -1.0796
H 0.4953 0.0111 -6.3275
N 1.7966 -0.2851 0.8911
C -1.4236 3.6166 -1.0419
H -5.6132 3.3374 2.3570
H -0.7504 -2.1100 -6.0165
H 6.3684 -0.7873 -2.8369
C 6.2404 -0.6368 -0.6997
C 5.4058 -0.5132 0.4089
N -4.0742 4.4012 3.2118
C -1.8905 2.3977 -1.5198
H 1.4214 2.0772 -5.0054
C 4.0396 -0.4320 0.2270
H 2.9132 1.1535 -4.9484
H 5.8182 -0.4821 1.4106
N 1.1593 -0.5701 -3.1284
S -2.4810 5.0506 -1.0118
```

Löwdin atomic charges, in units of e: atom 1 (H): 0.13, atom 2 (N): -0.09, atom 3 (H): 0.05, atom 4 (H): 0.13, atom 5 (S): 1.22, atom 6 (Ir): 1.52, atom 7 (H): 0.09, atom 8 (C): -0.43, atom 9 (Si): 0.44, atom 10 (N): -0.11, atom 11 (H): 0.12, atom 12 (C): -0.15, atom 13 (C): -0.14, atom 14 (C): -0.55, atom 15 (H): 0.07, atom 16 (H): 0.04, atom 17 (H): 0.09, atom 18 (H): 0.09, atom 19 (C): -0.51, atom 20 (C): -0.08, atom 21 (C): -0.03, atom 22 (C): -0.04, atom 23 (H): 0.04, atom 24 (C): -0.56, atom 25 (C): -0.11, atom 26 (H): 0.10, atom 27 (H): 0.13, atom 28 (H): 0.09, atom 29 (H): 0.03, atom 30 (C): 0.00, atom 31 (H): 0.11, atom 32 (C): -0.14, atom 33 (H): 0.12, atom 34 (C): -0.03, atom 35 (C): -0.01, atom 36 (C): 0.00, atom 37 (H): 0.05, atom 38 (H): 0.08, atom 39 (C): 0.00, atom 40 (H): 0.12, atom 41 (C): 0.02, atom 42 (H): 0.13, atom 43 (C): -0.15, atom 44 (H): 0.10, atom 45 (H): 0.12, atom 46 (H): 0.06, atom 47 (C): -0.12, atom 48 (C): -0.43, atom 49 (H): 0.09, atom 50 (H): 0.12, atom 51 (C): -0.03, atom 52 (H): 0.11, atom 53 (C): -0.06, atom 54 (C): -0.28, atom 55 (H): 0.07, atom 56 (C): -0.03, atom 57 (H): 0.02, atom 58 (C): -0.29, atom 59 (H): 0.10, atom 60 (C): -0.14, atom 61 (C): -0.07, atom 62 (C): -0.10, atom 63 (C): 0.04, atom 64 (H): 0.09, atom 65 (H): 0.04, atom 66 (H): 0.03, atom 67 (C): -0.06, atom 68 (C): -0.24, atom 69 (H): 0.13, atom 70 (N): -0.11, atom 71 (C): -0.48, atom 72 (H): 0.12, atom 73 (H): 0.13, atom 74 (H): 0.12, atom 75 (C): -0.02, atom 76 (C): 0.00, atom 77 (N): 0.08, atom 78 (C): -0.04, atom 79 (H): 0.10, atom 80 (C): -0.24, atom 81 (H): 0.10, atom 82 (H): 0.12, atom 83 (N): -0.04, atom 84 (S): 1.02

# 3
Formula: C10H35N10NiO11
Source: the OMol25 dataset
Level of theory: the ωB97M-V functional and the def2-TZVPD basis

## Properties
Total charge ... +1
HOMO energy (spin up / spin down) ... -10.94 / -10.94 eV
⟨S²⟩ ... 2.0031
Multiplicity ... 3
Kohn-Sham gap (spin up / spin down) ... 7.73 / 6.50 eV

Structure (XYZ):
```
67
C10H35N10NiO11 the ωB97M-V functional and the def2-TZVPD basis
H 13.6403 -11.5405 -16.2832
H 12.4122 -9.6333 -9.6396
H 13.5465 -8.8783 -8.5487
H 12.9558 -9.2982 -18.2544
O 5.9828 -12.1067 -14.9037
N 8.5060 -8.8835 -20.6105
H 13.7608 -11.7286 -17.9996
N 9.5135 -11.6496 -11.7218
H 12.9837 -9.0427 -16.6155
H 6.1259 -12.8625 -14.3339
H 12.9344 -5.7114 -9.9236
H 15.2875 -9.7943 -12.5353
H 8.5289 -7.9622 -15.3842
N 11.4026 -6.5639 -17.0970
N 13.2242 -6.5764 -9.4956
H 12.4476 -10.0997 -12.8514
O 9.7793 -9.4969 -11.0921
H 6.4004 -5.9339 -12.5341
H 7.1589 -11.2266 -16.2399
O 10.3142 -8.9601 -15.6137
N 7.7510 -7.4333 -15.0069
H 8.9657 -9.6514 -21.0679
O 12.0186 -7.7210 -11.0590
H 12.1861 -11.4541 -17.2914
H 7.8650 -8.3880 -21.2021
N 12.5444 -6.2977 -15.1659
N 6.5282 -6.4293 -13.3979
C 7.1555 -11.3397 -15.1563
H 11.9472 -6.9620 -14.7049
C 13.4718 -9.6730 -17.3663
H 13.8210 -6.5206 -8.6927
C 13.2376 -11.1631 -17.2279
O 14.8468 -9.3956 -17.5975
H 14.3406 -9.5182 -14.0293
H 8.0398 -11.8835 -14.8173
C 14.3085 -9.5412 -12.9347
H 11.1286 -6.2912 -18.0219
H 8.4837 -11.9047 -9.5249
O 8.4233 -7.3821 -18.9344
O 13.2362 -5.2423 -17.0648
O 10.7426 -10.7662 -14.3330
C 12.4789 -6.0187 -16.4858
C 9.3433 -10.6470 -10.8506
N 12.8888 -8.8117 -9.3022
H 8.6233 -10.2763 -8.9681
H 10.3402 -10.9859 -15.1977
H 15.3815 -9.7149 -16.8639
C 7.6133 -7.1548 -13.6936
H 10.0697 -11.4940 -12.5493
H 5.9765 -6.1454 -14.1844
Ni 10.2892 -7.7274 -11.9332
O 8.4203 -7.5469 -12.8148
O 13.2893 -10.4167 -12.5044
H 14.0904 -8.5096 -12.6320
C 10.7799 -9.4262 -14.5569
H 10.0924 -10.0785 -19.0724
H 7.1301 -10.3619 -14.6728
N 9.7825 -9.1914 -18.7245
H 10.9131 -7.2749 -16.5791
H 7.1623 -6.9900 -15.6868
N 8.7413 -10.9507 -9.7017
H 9.2945 -12.6130 -11.5403
H 10.1278 -8.8269 -17.8561
O 11.0862 -8.6366 -13.6165
C 8.8741 -8.4272 -19.4072
H 13.1254 -5.6876 -14.6197
C 12.7096 -7.6927 -10.0109
```

Löwdin atomic charges, in units of e: atom 1 (H): 0.07, atom 2 (H): 0.12, atom 3 (H): 0.12, atom 4 (H): 0.11, atom 5 (O): -0.11, atom 6 (N): 0.16, atom 7 (H): 0.08, atom 8 (N): 0.21, atom 9 (H): 0.08, atom 10 (H): 0.07, atom 11 (H): 0.13, atom 12 (H): 0.08, atom 13 (H): 0.09, atom 14 (N): 0.17, atom 15 (N): 0.21, atom 16 (H): 0.02, atom 17 (O): -0.04, atom 18 (H): 0.12, atom 19 (H): 0.08, atom 20 (O): -0.02, atom 21 (N): 0.22, atom 22 (H): 0.10, atom 23 (O): -0.06, atom 24 (H): 0.06, atom 25 (H): 0.11, atom 26 (N): 0.16, atom 27 (N): 0.19, atom 28 (C): -0.15, atom 29 (H): 0.05, atom 30 (C): -0.33, atom 31 (H): 0.13, atom 32 (C): -0.08, atom 33 (O): -0.06, atom 34 (H): 0.07, atom 35 (H): 0.06, atom 36 (C): -0.15, atom 37 (H): 0.11, atom 38 (H): 0.12, atom 39 (O): -0.01, atom 40 (O): 0.02, atom 41 (O): 0.09, atom 42 (C): -0.70, atom 43 (C): -0.60, atom 44 (N): 0.22, atom 45 (H): 0.12, atom 46 (H): 0.13, atom 47 (H): 0.08, atom 48 (C): -0.59, atom 49 (H): 0.09, atom 50 (H): 0.11, atom 51 (Ni): 0.95, atom 52 (O): -0.05, atom 53 (O): -0.13, atom 54 (H): 0.06, atom 55 (C): -0.71, atom 56 (H): 0.09, atom 57 (H): 0.06, atom 58 (N): 0.17, atom 59 (H): 0.04, atom 60 (H): 0.12, atom 61 (N): 0.20, atom 62 (H): 0.12, atom 63 (H): 0.04, atom 64 (O): -0.08, atom 65 (C): -0.69, atom 66 (H): 0.10, atom 67 (C): -0.60

Calculated F_max, 0.06497 0.03607 0.06761 Eh/bohr (same order as the records).
Calculated calculated total energy, -19151.7046 -77791.3405 -89404.0533 eV (same order as the records).